The following is a DFT calculation (ωB97M-V with the def2-TZVPD basis set) of 13 unconnected molecules or ions with the total composition C72H177N11O2 at a distorted geometry.

CARTESIAN COORDINATES (ANGSTROEM)
C -1.20282 0.89921 8.16890
C -0.15085 1.97719 8.51464
N 0.68271 1.67235 9.64619
C 1.50303 0.50695 9.38987
C 2.59686 0.62846 8.28823
C 1.47811 2.89410 9.95954
C 2.22092 2.67482 11.31513
H -1.75361 0.66062 9.07875
H -0.80699 -0.04821 7.80308
H -1.96233 1.22597 7.45865
H 0.48864 2.22845 7.66846
H -0.78084 2.84251 8.72062
H 1.98299 0.22945 10.32834
H 0.80886 -0.30936 9.19019
H 3.07644 -0.34540 8.18982
H 2.15937 0.95552 7.34497
H 3.34611 1.38230 8.53000
H 0.88195 3.80546 10.00553
H 2.20730 3.12874 9.18409
H 3.01658 1.93473 11.22980
H 1.52684 2.26392 12.04828
H 2.63402 3.61004 11.69304
C -6.34602 16.06557 15.66827
C -6.18130 17.28159 16.58620
N -4.79673 17.60194 16.90096
C -4.17650 16.52000 17.67788
C -2.70654 16.71396 17.75644
C -4.75625 18.85892 17.65766
C -4.99167 20.03586 16.72359
H -6.19285 15.10707 16.16418
H -5.58502 16.19089 14.89803
H -7.31118 16.02267 15.16354
H -6.56359 18.12722 16.01451
H -6.82054 17.10621 17.45147
H -4.59881 16.47653 18.68180
H -4.34888 15.55687 17.19750
H -2.34797 17.15496 16.82637
H -2.41375 17.38888 18.56071
H -2.22785 15.74584 17.90378
H -3.83895 18.98814 18.23209
H -5.46242 18.87025 18.48790
H -4.10518 20.30560 16.14959
H -5.16791 20.99945 17.20162
H -5.72829 19.84106 15.94413
C -13.18259 4.06904 6.67037
C -12.74202 5.21642 5.77105
N -12.25115 6.38822 6.51691
C -11.04307 6.17110 7.36057
C -9.86404 5.62802 6.57334
C -12.23672 7.61421 5.68627
C -12.29684 8.85375 6.61408
H -13.63382 3.27674 6.07309
H -13.98344 4.40747 7.32779
H -12.37949 3.66262 7.28515
H -11.91727 4.95062 5.10982
H -13.66166 5.33707 5.19852
H -10.80225 7.02605 7.99235
H -11.31859 5.45148 8.13151
H -10.13660 4.62207 6.25414
H -9.73270 6.25093 5.68856
H -9.00037 5.56600 7.23541
H -13.04264 7.61293 4.95238
H -11.29141 7.73279 5.15671
H -11.34876 9.00930 7.12891
H -13.12774 8.74908 7.31174
H -12.52886 9.73117 6.01041
C 2.04613 5.91298 20.09607
C 2.58405 5.73096 21.51260
N 3.29879 6.95709 21.88513
C 4.30188 6.78407 22.99378
C 5.23628 5.51482 22.90121
C 2.44002 8.14465 22.18751
C 3.10261 9.51542 22.16844
H 2.78203 6.31876 19.40189
H 1.22490 6.62707 20.03477
H 1.67252 4.99329 19.64585
H 1.80646 5.53659 22.25131
H 3.20438 4.83478 21.52478
H 3.76081 6.86560 23.93650
H 4.95420 7.65733 22.99547
H 5.79420 5.51943 21.96484
H 4.71969 4.56368 23.03004
H 6.01691 5.54998 23.66113
H 1.80030 8.20936 21.30736
H 1.83877 7.86530 23.05270
H 3.63214 9.66153 21.22698
H 2.35638 10.30036 22.04559
H 3.75526 9.68548 23.02473
C -0.45069 21.31159 7.44323
C -0.50955 20.82150 8.87273
N -1.82072 20.48086 9.37357
C -1.74441 19.62674 10.58708
C -1.45122 18.16486 10.22940
C -2.48344 21.74253 9.75858
C -4.05900 21.70507 9.75437
H -0.78955 20.57441 6.71534
H 0.58242 21.57444 7.21584
H -1.02038 22.20858 7.20043
H 0.17285 19.97178 8.89344
H -0.07404 21.55219 9.55428
H -0.98617 19.99131 11.28007
H -2.71017 19.66503 11.09102
H -2.37724 17.79498 9.78920
H -0.68106 18.06932 9.46401
H -1.12440 17.61776 11.11369
H -2.16588 22.60883 9.17825
H -2.21618 22.13036 10.74155
H -4.41420 22.05799 8.78618
H -4.55101 22.46655 10.35946
H -4.53796 20.74084 9.92451
C -1.55492 7.48326 3.32353
C -2.93292 7.06331 2.71713
N -3.11325 7.37299 1.26236
C -2.69171 8.74979 0.88823
C -3.54571 9.82099 1.69502
C -4.51614 7.08640 0.89919
C -4.76121 5.54223 0.74658
H -0.81608 6.76408 2.97001
H -1.66871 7.41362 4.40533
H -1.21403 8.50497 3.15615
H -3.02768 5.99546 2.91415
H -3.71137 7.50741 3.33754
H -1.62057 8.88690 1.03642
H -2.88541 8.80891 -0.18280
H -3.21573 9.87984 2.73220
H -3.46054 10.86074 1.37917
H -4.60416 9.56504 1.64730
H -4.70761 7.66481 -0.00462
H -5.17468 7.47663 1.67517
H -5.69295 5.36714 0.20869
H -4.79493 4.94799 1.65972
H -3.96807 5.08887 0.15203
C -2.04027 9.40695 13.60562
C -3.52568 9.52167 13.38496
N -4.18036 8.42613 12.67428
C -3.79978 7.18481 13.31720
C -4.78610 6.02251 12.97265
C -3.75887 8.43768 11.24309
C -4.56162 9.47895 10.42768
H -1.65858 8.52495 14.11993
H -1.62709 10.19287 14.23785
H -1.55065 9.53592 12.64035
H -4.04264 9.59662 14.34163
H -3.72746 10.45903 12.86656
H -2.81348 6.86506 12.98097
H -3.77030 7.19446 14.40676
H -4.68087 5.64717 11.95474
H -4.78236 5.13723 13.60854
H -5.80141 6.38494 13.13357
H -3.94655 7.45224 10.81673
H -2.68300 8.56289 11.12082
H -5.61054 9.39995 10.71343
H -4.45061 9.40305 9.34601
H -4.28686 10.49867 10.69742
C -16.95441 2.90103 17.56945
C -15.91340 1.76581 17.63325
N -14.55425 2.30290 17.50001
C -13.60275 1.24403 17.09458
C -12.21073 1.87223 16.69990
C -14.09026 3.22210 18.63485
C -14.10128 2.50772 20.01489
H -16.74336 3.74703 18.22355
H -17.96646 2.57028 17.80281
H -17.05617 3.32802 16.57175
H -15.98090 1.12672 18.51364
H -16.12833 1.07848 16.81504
H -13.93394 0.69893 16.21068
H -13.51492 0.45654 17.84306
H -11.51539 1.08194 16.41699
H -11.73360 2.39932 17.52612
H -12.42565 2.56715 15.88812
H -13.12115 3.71414 18.55224
H -14.73870 4.09462 18.71448
H -13.75535 3.23531 20.74909
H -15.03776 2.10274 20.39843
H -13.35777 1.71071 20.02242
C 0.67431 -5.80013 17.39094
C 0.66890 -4.85253 18.59599
N -0.34514 -3.82902 18.42025
C -0.55052 -2.97681 19.57420
C -0.95225 -3.75140 20.81029
C -0.15328 -3.01429 17.21135
C -1.25833 -1.93181 16.90232
H 1.17238 -6.74910 17.58967
H 1.25862 -5.35869 16.58359
H -0.34363 -6.07762 17.11724
H 0.39497 -5.44672 19.46776
H 1.64630 -4.43555 18.83877
H 0.41279 -2.48949 19.72470
H -1.33264 -2.24135 19.38578
H -0.11473 -4.28060 21.26480
H -1.26752 -3.08400 21.61234
H -1.74280 -4.45353 20.54541
H -0.09972 -3.65213 16.32909
H 0.80032 -2.48758 17.24787
H -1.20336 -1.14785 17.65764
H -2.26093 -2.33648 16.76403
H -1.03228 -1.38976 15.98406
C -7.49210 7.47456 25.59972
C -6.40660 6.90187 24.65087
N -6.09669 7.70224 23.48307
C -5.43617 8.96763 23.87795
C -5.08273 9.90407 22.71904
C -5.39463 6.82108 22.51016
C -6.47933 6.05664 21.72145
H -7.58235 6.72120 26.38228
H -8.49607 7.58122 25.18892
H -7.29612 8.40827 26.12685
H -5.46134 6.67692 25.14482
H -6.84902 5.95003 24.35696
H -6.13703 9.48517 24.53298
H -4.56808 8.69355 24.47746
H -4.57430 10.77903 23.12404
H -4.35564 9.44494 22.04923
H -5.99457 10.26680 22.24461
H -4.72642 6.14328 23.04138
H -4.79307 7.37926 21.79277
H -7.17562 5.44704 22.29736
H -6.07853 5.26316 21.09070
H -6.98072 6.80308 21.10538
C 4.58679 10.27702 8.19818
C 4.77319 11.44449 7.26371
N 4.70026 11.14906 5.83887
C 5.82846 10.26083 5.44838
C 5.60416 9.65122 4.02693
C 4.64048 12.36440 4.96615
C 3.35827 13.19433 5.16180
H 3.73711 9.67700 7.87242
H 4.46876 10.58792 9.23621
H 5.41646 9.57011 8.20379
H 4.05734 12.20172 7.58349
H 5.73193 11.90540 7.50138
H 6.79259 10.76899 5.43090
H 5.91575 9.35779 6.05254
H 6.18398 8.76582 3.76624
H 4.57274 9.36625 3.81937
H 5.84088 10.46003 3.33562
H 4.65100 12.11695 3.90466
H 5.47568 13.04302 5.13938
H 3.41044 14.11489 4.58046
H 3.24664 13.55594 6.18399
H 2.47466 12.60982 4.90555
C -6.67705 16.76803 7.00845
C -6.19494 16.93612 5.60064
O -6.65110 16.33511 4.65916
C -5.07208 17.90282 5.30706
H -6.87913 15.71419 7.20002
H -7.65263 17.25381 7.02781
H -6.01725 17.28381 7.70613
H -5.33895 18.81057 5.84825
H -4.92205 18.15943 4.25839
H -4.13982 17.49928 5.70221
C 5.00424 15.50769 16.38090
C 4.69989 16.35907 15.17973
O 4.39702 15.81944 14.11369
C 4.90357 17.82486 15.37575
H 4.13569 15.04013 16.84469
H 5.39192 16.12478 17.19147
H 5.79603 14.78792 16.17332
H 4.33198 18.25450 14.55309
H 5.96201 18.05481 15.25355
H 4.55605 18.09739 16.37229

Values from the calculation:
- HOMO: -0.2903 Eh

---

The following is a DFT calculation (ωB97M-V with the def2-TZVPD basis set) of a molecular structure, C9H26MnNO14S3 at a distorted geometry.

CARTESIAN COORDINATES (ANGSTROEM)
Mn -0.64842 0.76570 -0.39404
N -1.97306 3.65158 0.69075
O -1.84622 4.28233 -0.34461
O -1.66236 2.41515 0.74197
O -2.39505 4.17386 1.74065
O -0.74223 -0.52758 1.12148
H -0.83566 -0.55599 2.07978
O -0.43195 1.76605 -2.12985
H 0.06837 1.12172 -2.64356
O 3.42283 0.02255 -0.08050
S 2.65476 1.01004 0.61447
O 1.44642 1.52099 0.11283
O 2.31211 0.44074 2.04730
C 3.30860 -0.35503 2.71578
C 2.70889 -0.78977 4.02218
C 3.68843 2.38532 0.97657
H 4.22319 0.22892 2.86458
H 3.56916 -1.20299 2.08010
H 2.47933 0.06342 4.66094
H 3.41260 -1.42575 4.56390
H 1.78752 -1.34816 3.86160
H 4.63778 2.01700 1.35756
H 3.17958 2.99372 1.71933
H 3.82111 2.93942 0.05210
O -4.44698 -1.73061 -1.50700
S -3.92664 -0.60774 -0.80744
O -2.60918 -0.12918 -1.06164
O -4.92132 0.58745 -1.03877
C -4.34212 1.93901 -1.04392
C -5.43592 2.91381 -1.39006
C -4.08788 -0.87604 0.90380
H -3.50084 1.98480 -1.73263
H -3.95286 2.15230 -0.04881
H -5.03230 3.91432 -1.21907
H -6.30905 2.77094 -0.75292
H -5.74135 2.85377 -2.43565
H -3.52036 -1.77687 1.13237
H -5.14334 -1.05544 1.09071
H -3.65271 -0.02340 1.41596
O 0.43410 -1.06810 -1.42718
S 0.50564 -2.45579 -1.10398
O -0.62460 -3.29877 -1.18963
O 1.56317 -3.08800 -2.10446
C 2.80817 -2.39143 -2.27217
C 3.49359 -2.94804 -3.48473
C 1.23306 -2.58969 0.48828
H 3.43514 -2.48865 -1.38142
H 2.61759 -1.32581 -2.41264
H 4.42445 -2.39559 -3.64191
H 2.88143 -2.76492 -4.36841
H 3.71705 -4.00896 -3.39849
H 2.28478 -2.32192 0.43408
H 0.98860 -3.56390 0.89513
H 0.67492 -1.80078 1.03129

Values from the calculation:
- Spin multiplicity: 6
- HOMO (alpha / beta): -0.1360 / -0.1756 Eh
- <S²>: 8.754
- Net charge: -1

---

The following is a DFT calculation (ωB97M-V with the def2-TZVPD basis set) of a single C22H28BrN3O3S molecule.

CARTESIAN COORDINATES (ANGSTROEM)
C 0.86190 3.72074 1.45124
C 0.74338 3.55762 -0.06497
C -0.13261 2.37258 -0.39131
O 0.28853 1.39322 -0.97651
N -1.43581 2.44502 0.01633
C -2.24130 3.65630 0.13703
C -3.61763 3.27177 -0.43884
C -3.60604 1.77565 -0.31767
C -4.62921 0.86696 -0.43981
C -4.33202 -0.47852 -0.23114
Br -5.71746 -1.75658 -0.40704
C -3.06865 -0.89320 0.14493
C -2.03830 0.02832 0.25957
S -0.52807 -0.56038 1.04205
O -0.92539 -1.60670 1.93768
O 0.13959 0.57111 1.63519
N 0.27972 -1.26813 -0.21732
C 1.25931 -2.27153 0.15469
C 2.39225 -1.72903 1.03029
C 3.06718 -0.50639 0.40115
N 3.42659 -0.73122 -0.98933
C 3.53169 0.50601 -1.73193
C 4.57263 -1.61575 -1.17748
C 5.87889 -1.07645 -0.64790
C 6.27566 -1.33788 0.65887
C 7.43871 -0.78774 1.16873
C 8.22462 0.03195 0.37731
C 7.84582 0.28999 -0.92904
C 6.68189 -0.25991 -1.43610
C -2.30165 1.35511 -0.02219
H 1.69759 4.37305 1.69150
H 1.02404 2.74784 1.90916
H -0.04249 4.14958 1.87388
H 0.36023 4.47119 -0.52448
H 1.72565 3.34957 -0.49222
H -1.78374 4.48534 -0.40077
H -2.33644 3.92716 1.19396
H -4.43561 3.72797 0.11605
H -3.71017 3.56634 -1.48729
H -5.63509 1.17779 -0.67660
H -2.85808 -1.92133 0.39119
H 0.66463 -0.55351 -0.82098
H 0.71436 -3.04558 0.69960
H 1.66002 -2.68538 -0.77223
H 3.11241 -2.53023 1.20491
H 1.97663 -1.42715 1.99338
H 2.35435 0.32055 0.43000
H 3.93405 -0.21001 1.01525
H 2.56834 1.01358 -1.69537
H 4.30582 1.18599 -1.34439
H 3.75940 0.27618 -2.77252
H 4.34026 -2.56444 -0.68833
H 4.65811 -1.80003 -2.25286
H 5.67612 -1.98898 1.27954
H 7.73313 -1.00138 2.18616
H 9.13253 0.46185 0.77442
H 8.46032 0.92032 -1.55580
H 6.39854 -0.06172 -2.46019

Values from the calculation:
- HOMO: -0.3072 Eh
- SMILES string: CCC(=O)N1CCc2cc(Br)cc(S(=O)(=O)NCCCN(C)Cc3ccccc3)c21

---

no.,DFT total energy (Ha),molecular weight (g/mol)
1,-3601.912010,1229.3
2,-3812.164707,523.4
3,-4217.323111,494.5